Entry 1:
# C20H38IO10S4

5 unconnected molecules or ions with the total composition C20H38IO10S4 in a non-equilibrium geometry (the ωB97M-V functional and the def2-TZVPD basis, OMol25).

Geometry as XYZ:
```
73
Properties=species:S:1:pos:R:3
O 4.21138 -0.51063 3.01558
C 4.43784 0.56380 2.21476
O 5.51936 1.47238 2.65197
C 3.50491 0.84614 0.86394
C 2.42106 2.04700 1.28064
C 1.30728 1.28622 2.25801
I -0.41245 0.80745 0.93967
H 2.84467 -0.11382 0.69479
H 4.15459 1.15238 -0.06612
H 2.97429 2.93384 1.80830
H 1.93171 2.44201 0.26993
H 1.70138 0.24156 2.65784
H 1.01219 1.91428 3.20164
C -3.73929 5.18013 -1.69644
C -4.01625 3.92102 -0.87636
C -3.25222 2.77073 -1.52994
S -1.83889 3.50544 -2.33885
O -1.98351 3.32951 -3.76863
O -0.63325 3.12739 -1.62895
C -2.23672 5.19485 -1.93483
H -4.07285 6.08389 -1.17818
H -4.27099 5.12223 -2.65372
H -3.65628 4.06729 0.14929
H -5.08714 3.70213 -0.82011
H -2.90954 2.04341 -0.78960
H -3.85658 2.27055 -2.29167
H -1.93767 5.85470 -2.75101
H -1.69551 5.45664 -1.02071
C -2.52089 -3.01250 -2.38893
C -1.89649 -3.64160 -1.14436
C -2.25540 -2.75497 0.04692
S -3.80231 -1.96321 -0.36761
O -3.57130 -0.53972 -0.49591
O -4.85475 -2.50590 0.46802
C -3.94931 -2.66075 -2.00084
H -2.49298 -3.69258 -3.24529
H -1.97043 -2.10354 -2.65951
H -2.31226 -4.64555 -0.99550
H -0.81180 -3.74737 -1.24518
H -2.38071 -3.34078 0.96106
H -1.50649 -1.97398 0.20456
H -4.41233 -1.93856 -2.67540
H -4.56973 -3.55886 -1.92650
C 0.39696 -8.46307 -3.96500
C -0.01887 -8.62388 -2.50355
C -0.65198 -7.30639 -2.05921
S -1.34433 -6.56389 -3.52925
O -0.62128 -5.34194 -3.81237
O -2.79077 -6.60858 -3.45013
C -0.79266 -7.82217 -4.66415
H 0.66159 -9.42208 -4.41984
H 1.27089 -7.80397 -4.03033
H -0.75452 -9.43313 -2.42062
H 0.83186 -8.88744 -1.86740
H -1.44594 -7.46877 -1.32587
H 0.09591 -6.61994 -1.65285
H -0.53532 -7.37238 -5.62460
H -1.60872 -8.53989 -4.79049
C 4.89696 4.73176 4.10397
C 4.48113 4.57094 5.56542
C 3.84802 5.88844 6.00976
S 3.15567 6.63094 4.53972
O 3.87872 7.85289 4.25659
O 1.70923 6.58624 4.61884
C 3.70734 5.37266 3.40481
H 5.16159 3.77274 3.64913
H 5.77089 5.39086 4.03864
H 3.74548 3.76170 5.64834
H 5.33186 4.30739 6.20157
H 3.05406 5.72605 6.74310
H 4.59591 6.57489 6.41611
H 3.96468 5.82244 2.44437
H 2.89128 4.65494 3.27848
```

Properties
maximum force = 7.28 eV/Å
calculated total energy = -93270.639 eV
charge = -1



Entry 2:
# C18H23N5O4

2 unconnected molecules or ions with the total composition C18H23N5O4 in a non-equilibrium geometry (the ωB97M-V functional and the def2-TZVPD basis, OMol25).

Geometry as XYZ:
```
50
Properties=species:S:1:pos:R:3
N 5.11313 -0.89733 3.29209
C 4.03765 -0.05585 3.29283
O 4.03812 0.76032 4.19567
C 3.00704 -0.08360 2.26643
C 2.07849 0.95319 2.13924
C 1.12424 0.85550 1.13242
C 1.13544 -0.25420 0.29293
N 0.29153 -0.45035 -0.76733
C -0.40415 0.64610 -1.45704
C 0.57712 1.47865 -2.24057
C 0.81504 2.82103 -1.90397
C 1.73227 3.58258 -2.63579
C 2.42161 3.00068 -3.70420
C 2.19681 1.66748 -4.04355
O 2.88414 1.10450 -5.07901
C 1.27355 0.91271 -3.31922
N 2.01039 -1.24208 0.40330
C 2.91638 -1.16591 1.38896
H 5.34067 -1.39755 2.44126
H 5.85215 -0.64677 3.94213
H 2.09737 1.80994 2.81080
H 0.38437 1.63336 1.01167
H 0.64103 -1.21824 -1.33326
H -1.14435 0.22869 -2.14759
H -0.95500 1.26407 -0.74093
H 0.29458 3.27723 -1.06740
H 1.91553 4.62049 -2.37273
H 3.14234 3.57562 -4.27616
H 2.68054 0.15782 -5.13680
H 1.09681 -0.12370 -3.58569
H 3.61368 -1.99243 1.48523
C -3.34726 1.03830 3.18639
N -3.59184 0.51116 1.84434
C -2.90913 -0.51147 1.31484
O -2.01525 -1.08711 1.92565
C -3.30610 -0.93916 -0.10332
N -2.44798 -1.99593 -0.65169
C -2.67642 -3.30644 -0.67838
C -3.97750 -3.85738 -0.13047
O -1.85198 -4.06715 -1.16127
H -3.37694 0.22340 3.91346
H -4.10249 1.78017 3.44884
H -2.35766 1.49771 3.22823
H -4.32454 0.93309 1.29645
H -3.23796 -0.06583 -0.75055
H -4.34751 -1.25676 -0.08978
H -1.49726 -1.73319 -0.87430
H -4.81012 -3.47661 -0.71709
H -4.07953 -3.56464 0.91295
H -3.95104 -4.94409 -0.19799
```

Properties
maximum force = 2.32 eV/Å
calculated total energy = -34681.234 eV
energy above the lowest of the compared OMol25 structures with the same formula, charge and spin = 26.0 kcal/mol
structure (SMILES) = NC(=O)c1ccc(NCc2cccc(O)c2)nc1.CNC(=O)CNC(C)=O



Entry 3:
# C3H4O3Yb

A molecular structure, C3H4O3Yb in a non-equilibrium geometry (the ωB97M-V functional and the def2-TZVPD basis, OMol25).

Geometry as XYZ:
```
11
Properties=species:S:1:pos:R:3
H 0.33683 1.12938 -1.55360
O -0.59119 -0.56615 -0.64134
Yb -1.89585 -3.76767 0.46511
C -0.47004 0.82735 -0.72541
C 0.65247 1.19609 0.23625
H -1.42779 1.31893 -0.52774
H 0.28127 1.67864 1.14779
H 1.43370 1.85791 -0.14907
O 0.11630 -2.25263 0.71699
C 0.41431 -1.16583 0.25824
O 1.14998 -0.25602 0.77278
```

Properties
<S²> = 0.7510
maximum force = 5.76 eV/Å
calculated total energy = -40835.844 eV
energy above the lowest of the compared OMol25 structures with the same formula, charge and spin = 81.5 kcal/mol
2S+1 = 2
charge = +1



Entry 4:
# C36H31F5O12S

4 unconnected molecules or ions with the total composition C36H31F5O12S in a non-equilibrium geometry (the ωB97M-V functional and the def2-TZVPD basis, OMol25).

Geometry as XYZ:
```
85
Properties=species:S:1:pos:R:3
C 3.60764 -3.70562 1.29377
C 2.44873 -3.28510 0.44867
O 1.91302 -4.00826 -0.30925
O 1.99010 -1.96722 0.58112
C 2.57858 -1.14076 -0.34495
O 3.76977 -1.10201 -0.43213
C 1.69795 -0.31942 -1.23988
C 1.25300 1.02715 -0.61577
C 0.42162 0.88203 0.68765
C -0.84771 0.05154 0.73238
C -0.97932 -1.27851 0.33485
C -2.19482 -1.94444 0.43857
C -3.32190 -1.31101 0.95176
C -3.21475 0.00589 1.39176
C -4.38820 0.75931 1.96574
C -1.98798 0.65981 1.27462
C 2.56013 1.73033 -0.12603
C 3.60580 1.96597 -1.24031
S 2.86809 2.77164 -2.64068
O 2.65626 4.15892 -2.38281
O 3.64786 2.43735 -3.78653
O 1.48603 2.00177 -2.84537
C 0.66235 1.97791 -1.67435
C -0.77203 1.70761 -2.18905
F -0.82793 2.14363 -3.47227
F -1.08785 0.40761 -2.23997
C -1.88993 2.54296 -1.45774
F -1.46812 3.04768 -0.29951
F -2.22980 3.59506 -2.21692
F -2.98986 1.82423 -1.29143
H 3.33164 -4.51437 1.95766
H 3.97930 -2.84616 1.84164
H 4.40381 -4.00208 0.61954
H 2.30595 -0.12326 -2.11500
H 0.84744 -0.87973 -1.61392
H 0.19966 1.88313 1.04701
H 1.10976 0.46838 1.42669
H -0.13656 -1.82359 -0.04814
H -2.28471 -2.97372 0.11882
H -4.27895 -1.80822 1.01634
H -4.78221 0.28529 2.85964
H -5.15811 0.82818 1.19657
H -4.07601 1.78065 2.17549
H -1.91649 1.67895 1.62592
H 2.24060 2.71400 0.22666
H 2.96793 1.24669 0.75103
H 4.11661 1.08177 -1.60104
H 4.36029 2.66085 -0.88968
H 0.70597 2.98691 -1.26358
O -3.48075 -4.68736 -0.27689
C -3.17488 -5.86145 -0.29609
C -2.06378 -6.35147 -1.14836
C -1.72830 -7.63835 -1.17013
C -2.45012 -8.63747 -0.34204
O -2.14357 -9.80921 -0.36003
C -3.56194 -8.14499 0.51089
C -3.89681 -6.85801 0.53253
H -1.54967 -5.60664 -1.74266
H -0.92168 -8.01789 -1.78406
H -4.07522 -8.88916 1.10628
H -4.70249 -6.47701 1.14705
O 10.35675 0.77316 0.09511
C 9.20785 1.04995 0.35873
C 8.09146 0.14006 -0.00438
C 6.82929 0.44586 0.28480
C 6.48791 1.70917 0.98321
O 5.33412 1.98444 1.24615
C 7.59953 2.62030 1.34696
C 8.86127 2.31436 1.05808
H 8.36523 -0.77546 -0.51296
H 5.99837 -0.20164 0.02947
H 7.32451 3.53601 1.85476
H 9.68946 2.96271 1.31385
O -8.42720 5.55520 -0.92015
C -7.51827 5.15373 -0.22750
C -7.76668 4.62310 1.13754
C -6.76857 4.18409 1.89932
C -5.36682 4.20530 1.41652
O -4.45745 3.79971 2.11080
C -5.11656 4.73386 0.05372
C -6.11380 5.17325 -0.70906
H -8.79710 4.61635 1.46904
H -6.92651 3.79333 2.89657
H -4.08621 4.74004 -0.27829
H -5.95405 5.56249 -1.70645
```

Properties
maximum force = 1.93 eV/Å
calculated total energy = -86824.201 eV
energy above the lowest of the compared OMol25 structures with the same formula, charge and spin = 8.2 kcal/mol
structure (SMILES) = CC(=O)OC(=O)C[C@@]1(Cc2cccc(C)c2)CCS(=O)(=O)O[C@H]1C(F)(F)C(F)(F)F.O=C1C=CC(=O)C=C1.O=C1C=CC(=O)C=C1.O=C1C=CC(=O)C=C1



Entry 5:
# C8H27BLiNO2

A molecular structure, C8H27BLiNO2 in a non-equilibrium geometry (the ωB97M-V functional and the def2-TZVPD basis, OMol25).

Geometry as XYZ:
```
40
Properties=species:S:1:pos:R:3
Li 13.34816 -15.54890 -4.33864
B 11.96970 -13.87625 -7.73996
H 11.45799 -14.27937 -6.87979
H 11.84889 -14.54185 -8.58058
H 11.69390 -12.86551 -7.99797
H 12.98102 -13.81802 -7.36838
C 9.18120 -19.19590 -1.13879
C 10.18637 -18.17462 -1.81936
N 11.49344 -18.61229 -2.21689
C 12.31265 -19.14898 -1.03502
C 12.64147 -18.07332 0.02452
C 11.43781 -19.67650 -3.23063
C 12.66243 -19.99753 -4.06924
H 9.26871 -19.05651 -0.06129
H 9.53959 -20.19578 -1.38355
H 8.18540 -19.05924 -1.56050
H 9.64397 -17.74244 -2.66027
H 10.25649 -17.29866 -1.17448
H 11.65700 -19.83477 -0.49843
H 13.17741 -19.74375 -1.32919
H 13.46119 -18.43305 0.64641
H 12.98860 -17.09351 -0.30348
H 11.79627 -17.99030 0.70777
H 10.56273 -19.42809 -3.83117
H 11.28209 -20.61527 -2.69905
H 12.40151 -20.84021 -4.70949
H 13.47244 -20.18817 -3.36521
H 12.84329 -19.21530 -4.80647
C 19.42722 -16.50800 -3.96522
O 18.10758 -16.51159 -4.58374
H 19.61380 -16.17644 -2.94377
H 19.77641 -17.53149 -4.10172
H 20.09599 -15.96333 -4.63169
H 18.21306 -16.30879 -5.51612
C 15.58421 -10.90193 -2.65839
O 14.46238 -11.71074 -2.61363
H 15.66091 -10.47437 -3.65810
H 15.62498 -10.13193 -1.88798
H 16.43439 -11.55210 -2.45207
H 13.76453 -11.20423 -2.19165
```

Properties
maximum force = 5.00 eV/Å
calculated total energy = -15193.526 eV
energy above the lowest of the compared OMol25 structures with the same formula, charge and spin = 121.6 kcal/mol



> Which value of calculated total energy does entry 5 give?

-15193.526 eV



> Number 1 is which compound?

C20H38IO10S4



> The lowest calculated total energy belongs to which entry?

C20H38IO10S4



> Which value of calculated total energy does entry 3 give?

-40835.844 eV